{"formula": "C69H165F12N8O23P2", "method": "ωB97M-V/def2-TZVPD", "species": ["C", "C", "N", "C", "C", "C", "C", "C", "O", "C", "H", "H", "H", "H", "H", "H", "H", "H", "H", "H", "H", "H", "H", "H", "H", "H", "H", "H", "H", "H", "C", "C", "N", "C", "C", "C", "C", "C", "O", "C", "H", "H", "H", "H", "H", "H", "H", "H", "H", "H", "H", "H", "H", "H", "H", "H", "H", "H", "H", "H", "C", "C", "N", "C", "C", "C", "C", "C", "O", "C", "H", "H", "H", "H", "H", "H", "H", "H", "H", "H", "H", "H", "H", "H", "H", "H", "H", "H", "H", "H", "C", "C", "N", "C", "C", "C", "C", "C", "O", "C", "H", "H", "H", "H", "H", "H", "H", "H", "H", "H", "H", "H", "H", "H", "H", "H", "H", "H", "H", "H", "C", "C", "N", "C", "C", "C", "C", "C", "O", "C", "H", "H", "H", "H", "H", "H", "H", "H", "H", "H", "H", "H", "H", "H", "H", "H", "H", "H", "H", "H", "C", "C", "N", "C", "C", "C", "C", "C", "O", "C", "H", "H", "H", "H", "H", "H", "H", "H", "H", "H", "H", "H", "H", "H", "H", "H", "H", "H", "H", "H", "C", "C", "N", "C", "C", "C", "C", "C", "O", "C", "H", "H", "H", "H", "H", "H", "H", "H", "H", "H", "H", "H", "H", "H", "H", "H", "H", "H", "H", "H", "C", "C", "N", "C", "C", "C", "C", "C", "O", "C", "H", "H", "H", "H", "H", "H", "H", "H", "H", "H", "H", "H", "H", "H", "H", "H", "H", "H", "H", "H", "O", "C", "O", "O", "H", "O", "C", "O", "O", "H", "O", "C", "O", "O", "H", "O", "C", "O", "O", "H", "O", "C", "O", "O", "H", "P", "F", "F", "F", "F", "F", "F", "P", "F", "F", "F", "F", "F", "F"], "positions_angstrom": [[0.07071, 7.97189, 0.65450], [1.25445, 7.15794, 1.23928], [2.04944, 6.39833, 0.17544], [2.69009, 7.43075, -0.83910], [3.19966, 5.59858, 0.86107], [4.20805, 6.33729, 1.87441], [1.22664, 5.45841, -0.82616], [0.60379, 4.20545, -0.16163], [-0.21884, 4.59349, 0.94947], [-1.23372, 3.60176, 1.28873], [0.30300, 8.77312, -0.04705], [-0.50759, 8.36290, 1.49163], [-0.70871, 7.34053, 0.22788], [1.02014, 6.40158, 1.98836], [1.97853, 7.78651, 1.75764], [1.88078, 7.92020, -1.38090], [3.29613, 6.89526, -1.56990], [3.17438, 8.21080, -0.25165], [3.64760, 5.18686, -0.04333], [2.65476, 4.74389, 1.26192], [5.24776, 6.04728, 1.72277], [3.88712, 6.07298, 2.88201], [3.96240, 7.39303, 1.75964], [1.70356, 5.20782, -1.77371], [0.39213, 6.01923, -1.24708], [1.33086, 3.54455, 0.31027], [0.12077, 3.62215, -0.94556], [-1.84976, 4.14090, 2.00840], [-0.80060, 2.71512, 1.75174], [-1.98771, 3.46623, 0.51334], [-7.53107, -6.55516, 1.96897], [-7.25860, -5.27422, 1.03616], [-6.49461, -4.11398, 1.76105], [-7.22061, -3.76480, 3.07779], [-5.07236, -4.75534, 2.11486], [-4.04972, -3.79952, 2.85343], [-6.28668, -2.89304, 0.73719], [-7.59809, -2.33403, 0.13913], [-8.23411, -1.46444, 1.02034], [-9.08250, -0.56699, 0.35895], [-6.82899, -7.35471, 1.73250], [-8.47565, -6.94467, 1.58930], [-7.58748, -6.48077, 3.05496], [-8.23419, -4.85555, 0.78911], [-6.60038, -5.47530, 0.19092], [-6.77377, -2.82850, 3.41211], [-7.31476, -4.57118, 3.80511], [-8.24063, -3.53286, 2.77142], [-4.59878, -5.11943, 1.20313], [-5.21437, -5.66960, 2.69111], [-3.09598, -4.29233, 3.04212], [-4.45182, -3.50626, 3.82318], [-3.76905, -2.87713, 2.34496], [-5.70951, -3.27973, -0.10272], [-5.73584, -2.07885, 1.20811], [-8.23729, -3.10911, -0.28370], [-7.21924, -1.84942, -0.76072], [-9.86632, -1.19521, -0.06418], [-8.45942, -0.15146, -0.43301], [-9.69569, 0.12290, 0.93873], [0.36303, 1.30669, 7.95184], [1.39823, 1.20895, 6.80253], [1.29796, 2.35681, 5.74075], [-0.05514, 2.04650, 5.01146], [1.17873, 3.72458, 6.51912], [2.40485, 4.02645, 7.43835], [2.47292, 2.35575, 4.67401], [2.55186, 3.44958, 3.56920], [3.07049, 2.94849, 2.40413], [4.54806, 2.75440, 2.34550], [-0.65009, 1.01890, 7.67099], [0.36080, 2.16046, 8.62947], [0.67861, 0.47542, 8.58233], [1.37941, 0.35417, 6.12644], [2.43684, 1.14233, 7.12649], [-0.00253, 1.08473, 4.50123], [-0.22938, 2.82618, 4.26995], [-0.82957, 2.12972, 5.77398], [0.21688, 3.79535, 7.02700], [0.92259, 4.43475, 5.73289], [3.27651, 4.32893, 6.85799], [2.77609, 3.22546, 8.07764], [2.21832, 4.83149, 8.14913], [2.37378, 1.39207, 4.17442], [3.44274, 2.18403, 5.14097], [3.18513, 4.29784, 3.82905], [1.54682, 3.77892, 3.30549], [5.10947, 2.39779, 1.48193], [4.85741, 2.07362, 3.13856], [5.04234, 3.66680, 2.67915], [-0.07373, -3.70341, 8.52148], [-0.21233, -3.95575, 6.97964], [-1.18582, -5.01991, 6.54379], [-2.50746, -4.63155, 7.07734], [-1.39282, -4.93685, 5.06100], [-0.23187, -5.42074, 4.12546], [-0.74821, -6.43777, 7.06836], [-1.61048, -7.67527, 6.80618], [-2.87472, -7.81064, 7.47442], [-2.87525, -7.88705, 8.90421], [-1.00274, -3.20678, 8.80148], [0.78694, -3.17450, 8.93086], [-0.12763, -4.64456, 9.06868], [0.77142, -4.19424, 6.57534], [-0.47439, -3.01613, 6.49328], [-3.24761, -5.43166, 7.08721], [-2.87378, -3.65601, 6.75762], [-2.43551, -4.49220, 8.15600], [-1.84598, -3.97236, 4.83184], [-2.21503, -5.61628, 4.83644], [-0.45004, -5.48623, 3.05953], [-0.07460, -6.47644, 4.34650], [0.63101, -4.75501, 4.14375], [-0.88409, -6.39675, 8.14908], [0.21345, -6.74404, 6.65664], [-1.06915, -8.53961, 7.19086], [-1.76967, -7.94794, 5.76291], [-1.82848, -7.93185, 9.20481], [-3.44675, -8.74695, 9.25359], [-3.31541, -6.95853, 9.26781], [-5.58299, 2.24731, 7.59349], [-5.83259, 2.15775, 6.10171], [-5.29399, 0.82866, 5.48927], [-6.14264, -0.42813, 5.85088], [-5.39094, 0.99814, 3.92805], [-6.77680, 1.45890, 3.34658], [-3.67586, 0.62276, 5.88845], [-3.09546, -0.75907, 5.63955], [-3.15720, -1.12093, 4.28989], [-2.22882, -0.62349, 3.40922], [-5.76769, 1.35136, 8.18616], [-6.23006, 3.01864, 8.01114], [-4.62017, 2.65904, 7.89609], [-5.21511, 2.85781, 5.53891], [-6.91355, 2.11291, 5.96896], [-7.21218, -0.22045, 5.81821], [-5.79639, -0.57590, 6.87381], [-5.86730, -1.24513, 5.18395], [-4.95626, 0.07682, 3.54033], [-4.69734, 1.82114, 3.75572], [-7.04606, 2.51116, 3.25517], [-7.61986, 0.86234, 3.69511], [-6.89767, 1.30889, 2.27374], [-3.50690, 0.98537, 6.90238], [-3.23148, 1.44872, 5.33311], [-3.69378, -1.46052, 6.22101], [-2.05835, -0.94962, 5.91558], [-2.27279, -1.11187, 2.43575], [-1.21421, -0.67615, 3.80407], [-2.55593, 0.39866, 3.21867], [2.25664, -0.18370, 0.64286], [1.00214, 0.02567, -0.25485], [0.64571, -1.08233, -1.30860], [1.79561, -1.27236, -2.34863], [0.48110, -2.48082, -0.57650], [-0.58965, -2.54815, 0.62187], [-0.79662, -0.70550, -1.92103], [-0.94189, 0.57725, -2.79296], [0.02282, 0.52923, -3.78802], [-0.06648, 1.60932, -4.66900], [2.25827, -1.18893, 1.06430], [2.24674, 0.47656, 1.51006], [3.07892, -0.14885, -0.07180], [1.10076, 0.98552, -0.76187], [0.07871, -0.05895, 0.31806], [1.94743, -0.34538, -2.90158], [1.57447, -2.13873, -2.97201], [2.75308, -1.35561, -1.83442], [1.48874, -2.74918, -0.25909], [0.22166, -3.24017, -1.31418], [-1.62387, -2.38865, 0.31684], [-0.36087, -2.05403, 1.56612], [-0.57873, -3.55053, 1.04989], [-1.42771, -0.52265, -1.05132], [-1.07334, -1.50578, -2.60738], [-0.85089, 1.42673, -2.11606], [-1.95974, 0.66458, -3.17303], [0.78869, 1.56977, -5.34369], [-0.27312, 2.60601, -4.27913], [-0.92857, 1.45041, -5.31681], [6.51457, -4.29648, -5.20501], [5.19791, -3.48847, -5.36528], [5.39599, -1.92601, -5.29854], [6.39804, -1.54991, -4.14315], [6.06867, -1.40241, -6.61151], [6.12329, 0.18026, -6.75329], [3.98504, -1.28484, -4.99740], [2.83257, -1.63896, -5.88863], [3.17152, -1.28255, -7.22037], [2.67006, -2.19051, -8.21382], [7.14369, -4.20728, -6.09065], [6.23567, -5.34529, -5.10346], [7.03352, -4.06749, -4.27423], [4.50147, -3.78995, -4.58285], [4.66184, -3.71318, -6.28736], [6.14290, -0.53888, -3.82562], [7.38555, -1.65699, -4.59198], [6.08811, -2.23431, -3.35343], [5.31230, -1.78017, -7.29948], [6.97007, -1.95345, -6.87970], [6.76747, 0.48260, -7.57896], [6.72598, 0.54307, -5.92069], [5.26655, 0.85411, -6.75962], [4.18025, -0.21258, -5.01322], [3.81082, -1.62827, -3.97769], [1.84854, -1.20571, -5.70949], [2.54061, -2.65886, -5.63832], [1.58493, -2.10616, -8.15483], [2.89136, -3.25701, -8.17262], [3.02464, -1.91303, -9.20648], [4.93549, 4.02532, -11.46544], [4.38734, 3.24204, -10.32648], [3.47199, 1.98169, -10.68465], [2.31620, 2.43118, -11.57407], [4.24599, 0.83292, -11.46131], [5.49084, 0.39451, -10.71693], [2.89644, 1.32377, -9.34980], [2.33736, 2.30472, -8.23276], [3.44818, 2.86240, -7.64187], [3.27931, 3.43962, -6.32809], [5.42714, 4.93297, -11.11537], [4.14224, 4.51215, -12.03276], [5.68242, 3.52587, -12.08249], [3.63670, 3.89009, -9.87408], [5.05335, 2.98917, -9.50150], [1.77183, 3.18120, -11.00029], [1.65612, 1.60765, -11.84645], [2.73338, 2.86791, -12.48145], [4.53389, 1.38566, -12.35556], [3.53638, 0.01855, -11.60744], [5.26358, -0.51053, -10.15359], [5.89594, 1.17788, -10.07637], [6.08517, -0.00826, -11.53708], [3.64222, 0.59930, -9.02258], [2.10596, 0.71492, -9.78862], [1.86047, 1.79172, -7.39759], [1.64673, 3.05251, -8.62255], [4.20124, 3.90240, -5.97598], [2.83333, 2.65657, -5.71487], [2.53136, 4.19262, -6.57640], [5.67065, -4.04901, -1.80030], [4.41812, -3.98602, -1.42877], [4.20249, -4.01152, -0.21109], [3.44769, -3.84561, -2.25126], [6.19185, -4.45758, -1.10530], [-2.81749, -4.64115, -0.47049], [-2.80567, -4.64878, -1.80962], [-2.94218, -3.57427, -2.49516], [-2.69273, -5.79657, -2.31158], [-2.77441, -5.59371, -0.35926], [-4.34945, 0.37744, 0.76489], [-3.86430, 0.36040, -0.44430], [-4.24126, -0.54304, -1.18543], [-3.13410, 1.35691, -0.73774], [-3.93356, 1.23956, 0.83837], [-4.01837, 1.34789, -4.65419], [-4.47760, 0.22187, -5.08242], [-4.50554, -0.60497, -4.15694], [-5.02695, 0.04347, -6.25245], [-4.12657, 0.85488, -3.83759], [3.30044, -2.49694, 3.55446], [2.10515, -2.22511, 4.11207], [2.01668, -2.43550, 5.31769], [1.19561, -1.75976, 3.44562], [3.27251, -2.32125, 2.61109], [4.48127, 2.34653, -2.36579], [3.05743, 2.01873, -3.05860], [3.64254, 2.45352, -0.94277], [4.55160, 0.68971, -1.98079], [5.85584, 2.69615, -1.62937], [5.40688, 2.03538, -3.68642], [4.39907, 3.97116, -2.51213], [0.66856, 6.44352, -4.80915], [0.07767, 7.99215, -5.10658], [1.70878, 6.65038, -6.05756], [1.86132, 6.91663, -3.81977], [1.23555, 4.90022, -4.54533], [-0.37442, 6.29143, -3.54211], [-0.55615, 5.83312, -5.64577]], "spin_multiplicity": 2, "homo_lumo_gap_ev": [4.4, 3.9], "homo_energy_ev": [-8.62, -8.62], "energy_ev": -184407.2853, "total_charge": 2, "lumo_ev": [-4.24, -4.71]}